{
  "formula": "C37H40ClNO17",
  "method": "ωB97M-V/def2-TZVPD",
  "species": ["C", "C", "O", "C", "O", "C", "O", "O", "C", "C", "C", "O", "N", "C", "C", "C", "C", "C", "C", "C", "C", "C", "C", "C", "C", "Cl", "H", "H", "H", "H", "H", "H", "H", "H", "H", "H", "H", "H", "H", "H", "H", "H", "H", "H", "H", "H", "H", "H", "H", "H", "H", "H", "H", "H", "O", "C", "C", "C", "O", "C", "O", "C", "C", "O", "H", "H", "H", "H", "O", "C", "C", "C", "O", "C", "O", "C", "C", "O", "H", "H", "H", "H", "O", "C", "C", "C", "O", "C", "O", "C", "C", "O", "H", "H", "H", "H"],
  "coordinates": [[1.77640, -5.98946, 1.82103], [1.36431, -4.65108, 1.21881], [0.26855, -4.10288, 1.95748], [1.02834, -4.77059, -0.25868], [1.33627, -3.57074, -0.96317], [0.30528, -2.93028, -1.55082], [-0.64143, -3.48834, -2.01953], [0.51355, -1.60204, -1.65746], [0.42791, -0.78221, -0.47668], [-0.71693, -1.19359, 0.45104], [-2.12739, -1.05265, -0.10311], [-2.39987, -1.14297, -1.27489], [-3.09367, -0.74791, 0.85937], [-3.05709, -1.62083, 2.04284], [-4.43114, -0.58771, 0.28650], [0.19658, 0.63165, -1.03573], [0.11798, 1.75390, -0.02820], [1.24429, 2.44588, 0.41795], [1.15519, 3.46080, 1.35791], [-0.08660, 3.80161, 1.88447], [-1.22777, 3.15371, 1.43687], [-1.12004, 2.14233, 0.48192], [1.72321, -0.80546, 0.35368], [3.02518, -0.36798, -0.31325], [4.08911, -0.16576, 0.76823], [3.68043, -1.57279, -1.46574], [0.89473, -6.59756, 2.03065], [2.49368, -6.53184, 1.20966], [2.24577, -5.79879, 2.78659], [2.16985, -3.92786, 1.34262], [-0.48002, -4.70191, 1.86629], [-0.01452, -5.06239, -0.39204], [1.62828, -5.57020, -0.69551], [-0.57829, -2.21683, 0.81448], [-0.66695, -0.55250, 1.33189], [-3.94429, -1.44372, 2.64144], [-2.19738, -1.36824, 2.66403], [-2.97433, -2.67729, 1.77175], [-4.51565, 0.39510, -0.17363], [-5.15414, -0.62686, 1.10052], [-4.67580, -1.37167, -0.43152], [0.97438, 0.84735, -1.76740], [-0.74376, 0.63075, -1.58676], [2.21862, 2.17319, 0.03494], [2.04558, 3.96667, 1.70543], [-0.16072, 4.57657, 2.63615], [-2.20261, 3.42024, 1.82316], [-2.02013, 1.65034, 0.13624], [1.87929, -1.83277, 0.69238], [1.56920, -0.21204, 1.25524], [2.92053, 0.56685, -0.85546], [5.03055, 0.15151, 0.32639], [3.73575, 0.59381, 1.46891], [4.22039, -1.09942, 1.31439], [0.96029, 3.04355, -8.51807], [1.17481, 2.82608, -7.33990], [1.43954, 3.85347, -6.35254], [1.67611, 3.49307, -5.08406], [1.92314, 4.35395, -4.10797], [1.68194, 2.04751, -4.64930], [1.92773, 1.82696, -3.47634], [1.39611, 1.02151, -5.62730], [1.15515, 1.38211, -6.89594], [0.88423, 0.52312, -7.86554], [1.43552, 4.88476, -6.67538], [2.05026, 3.81922, -3.29965], [1.38613, -0.00833, -5.29818], [0.75754, 1.05734, -8.67407], [4.50893, 3.19134, 1.15841], [5.50037, 3.84961, 1.42130], [5.71800, 4.53350, 2.67746], [6.84375, 5.24164, 2.84774], [7.13608, 5.90106, 3.95627], [7.89588, 5.35239, 1.76866], [8.87159, 6.03376, 2.02181], [7.68571, 4.64989, 0.51937], [6.56172, 3.93985, 0.35075], [6.27951, 3.26313, -0.75190], [4.95970, 4.45019, 3.44316], [8.00403, 6.32356, 3.79995], [8.44968, 4.72217, -0.24146], [5.40824, 2.84683, -0.60267], [-10.71486, -4.52828, 1.78868], [-9.77011, -3.82276, 2.08741], [-9.55494, -3.25204, 3.40188], [-8.48240, -2.47628, 3.60861], [-8.19871, -1.90989, 4.77193], [-7.48699, -2.17297, 2.51459], [-6.55465, -1.44255, 2.80751], [-7.68840, -2.75697, 1.20737], [-8.76062, -3.53602, 0.99972], [-9.03275, -4.11557, -0.15627], [-10.27369, -3.47294, 4.17800], [-7.37477, -1.40312, 4.63445], [-6.96327, -2.54615, 0.43396], [-9.86415, -4.61287, -0.02405]],
  "atomic_forces_ev_per_a": [[0.1, 0.3, 0.5], [-0.2, -0.1, 0.0], [0.1, 0.3, 0.0], [0.3, -0.7, -0.2], [-0.3, 0.5, 0.7], [-0.2, 0.0, -0.4], [0.0, -0.1, 0.1], [0.0, -0.3, -0.1], [0.2, 0.8, 0.4], [-0.3, -0.1, 0.1], [0.2, 0.2, 0.3], [0.0, 0.3, -0.3], [-0.3, -0.7, -0.3], [0.5, 0.5, 0.1], [-0.2, 0.1, 0.5], [-0.2, 0.3, -0.4], [-0.1, 0.0, 0.3], [0.2, -0.1, 0.0], [-0.3, -0.1, 0.1], [0.0, 0.1, 0.0], [0.2, -0.3, -0.2], [0.0, 0.2, 0.2], [0.1, -0.9, -0.4], [0.3, 0.3, 0.8], [-0.5, 0.0, -0.1], [-0.1, 0.0, -0.2], [0.0, -0.2, -0.3], [-0.1, -0.1, -0.1], [0.0, 0.0, 0.0], [0.1, 0.0, -0.1], [0.0, -0.1, 0.0], [-0.1, 0.2, -0.1], [0.1, 0.1, -0.1], [0.1, 0.0, 0.0], [0.1, 0.0, 0.0], [-0.1, -0.1, -0.1], [0.0, -0.1, 0.0], [-0.2, -0.1, 0.0], [0.0, -0.1, -0.3], [0.1, 0.1, 0.0], [0.1, 0.1, -0.2], [0.0, -0.1, 0.1], [0.0, -0.2, -0.1], [0.0, 0.1, 0.0], [0.1, 0.0, -0.1], [0.0, 0.0, 0.0], [0.0, 0.0, 0.0], [0.0, 0.0, 0.0], [0.0, 0.0, 0.1], [0.0, 0.2, -0.1], [-0.1, -0.2, -0.3], [0.1, -0.1, 0.1], [0.1, 0.1, 0.0], [0.2, 0.0, 0.0], [0.0, -0.1, -0.1], [0.0, 0.2, 0.1], [0.0, 0.1, -0.1], [0.0, 0.1, 0.0], [0.0, 0.0, 0.0], [-0.1, -0.3, -0.1], [0.1, 0.2, 0.1], [0.0, -0.1, 0.1], [0.0, -0.1, 0.1], [0.0, 0.0, 0.0], [0.0, 0.0, 0.0], [0.0, 0.0, 0.0], [0.0, 0.0, 0.0], [0.0, 0.0, 0.0], [0.0, 0.0, -0.1], [0.0, 0.1, 0.2], [-0.1, -0.1, 0.0], [-0.1, 0.0, 0.1], [0.0, 0.0, 0.0], [0.0, -0.1, -0.2], [0.0, 0.0, 0.1], [0.1, 0.1, 0.0], [0.1, 0.0, -0.1], [0.0, 0.0, 0.0], [0.0, 0.0, 0.0], [0.0, 0.0, 0.0], [0.0, 0.0, 0.0], [0.0, 0.0, 0.0], [0.0, 0.0, -0.1], [0.0, 0.1, 0.3], [-0.1, -0.1, 0.0], [-0.1, 0.0, 0.1], [0.0, 0.0, 0.0], [0.0, -0.1, -0.2], [-0.1, 0.0, 0.2], [0.1, 0.1, 0.0], [0.1, 0.0, -0.1], [0.0, 0.0, 0.0], [0.0, 0.0, 0.0], [0.0, 0.0, 0.0], [0.0, 0.0, 0.0], [0.0, 0.0, 0.0]],
  "e_tot_ev": -87837.0888,
  "mol_weight_da": 806.170,
  "gap_ev": 7.36,
  "de_lowest_ev": 0.000,
  "total_charge": 0,
  "smiles": "C[C@H](O)COC(=O)O[C@](CC(=O)N(C)C)(Cc1ccccc1)C[C@@H](C)Cl.O=C1C=C(O)C(=O)C=C1O.O=C1C=C(O)C(=O)C=C1O.O=C1C=C(O)C(=O)C=C1O",
  "lumo_ha": -0.0615
}